Entry 1:
11
Properties=species:S:1:pos:R:3:forces:R:3 method="wB97M-V/def2-TZVPD" relative_energy_kj_mol=349.4 fmax_ev_per_a=1.14 total_charge=0 homo_energy_ev=-8.9632 smiles="CCN=C=C=O"
C 0.958 0.953 1.092 0.00 0.20 -0.22
C 0.126 0.227 0.035 -0.07 -0.16 0.02
C -1.332 -1.525 -1.239 -0.61 -0.95 -0.21
O -1.853 -2.557 -1.181 0.39 0.99 -0.32
C -0.981 -0.296 -1.903 0.34 0.49 0.20
N -0.287 0.621 -1.391 0.05 -0.36 0.53
H 0.924 0.267 1.957 0.03 0.22 -0.27
H 0.544 1.900 1.442 0.01 0.01 -0.25
H 2.014 1.076 0.843 -0.15 0.10 -0.18
H 0.643 -0.708 -0.175 -0.11 -0.22 0.39
H -0.857 0.067 0.473 0.10 -0.33 0.29

***

Entry 2:
11
Properties=species:S:1:pos:R:3:forces:R:3 method="wB97M-V/def2-TZVPD" relative_energy_kj_mol=116.0 fmax_ev_per_a=1.22 total_charge=0 homo_energy_ev=-10.5340 smiles="C[C@H](C#N)C=O"
C 0.418 -1.050 -0.136 -0.16 -0.19 0.16
C 0.661 1.215 -0.152 0.31 0.26 0.02
O 1.697 1.532 0.373 -0.58 0.36 -0.23
C -0.273 0.234 0.505 0.21 -0.32 -0.15
C -1.691 0.236 0.128 -0.82 -0.12 -0.34
N -2.806 0.089 -0.148 1.14 0.34 0.25
H 1.219 -0.768 -0.841 -0.35 -0.01 0.33
H -0.318 -1.597 -0.724 0.08 -0.16 0.29
H 0.890 -1.679 0.618 -0.23 0.02 0.03
H 0.423 1.394 -1.216 0.12 0.43 0.01
H -0.220 0.394 1.593 0.29 -0.62 -0.36

***

Entry 3:
11
Properties=species:S:1:pos:R:3:forces:R:3 method="wB97M-V/def2-TZVPD" relative_energy_kj_mol=333.2 fmax_ev_per_a=0.65 total_charge=0 homo_energy_ev=-9.8553
N 0.123 0.771 1.477 0.04 -0.11 -0.03
C 0.849 0.022 0.609 0.07 -0.03 0.01
O 1.938 -0.449 0.884 -0.29 0.09 -0.03
C 0.303 -0.132 -0.819 0.34 -0.06 -0.05
C -1.827 0.307 -0.711 -0.05 -0.52 -0.30
C -1.139 -0.726 -1.048 -0.25 0.54 0.28
H 0.479 0.868 2.417 -0.06 -0.02 -0.19
H -0.811 1.087 1.264 0.13 -0.11 -0.03
H 0.464 0.813 -1.350 -0.11 -0.17 0.14
H 0.938 -0.873 -1.295 0.16 0.08 -0.06
H -1.279 -1.732 -1.433 0.02 0.31 0.26

***

Entry 4:
11
Properties=species:S:1:pos:R:3:forces:R:3 method="wB97M-V/def2-TZVPD" relative_energy_kj_mol=593.9 fmax_ev_per_a=1.88 total_charge=0 homo_energy_ev=-9.0225
N 1.011 0.521 1.261 0.68 -0.61 -0.56
C 0.094 0.994 0.294 0.07 0.18 -0.37
C 0.950 -0.062 -0.260 -0.05 0.65 -1.14
C -0.350 -0.909 -0.518 0.07 -0.29 -0.23
O -1.045 -1.090 0.701 0.09 -0.11 0.15
C -1.195 0.146 0.017 -0.22 0.03 -0.06
H 1.211 -0.535 1.062 -0.79 0.15 1.70
H 0.205 2.004 -0.087 -0.11 0.04 0.47
H 1.802 0.071 -0.900 0.05 -0.01 -0.15
H -0.490 -1.621 -1.322 0.02 0.05 0.13
H -2.193 0.479 -0.248 0.18 -0.07 0.07

***

Entry 5:
11
Properties=species:S:1:pos:R:3:forces:R:3 method="wB97M-V/def2-TZVPD" relative_energy_kj_mol=204.4 fmax_ev_per_a=3.42 total_charge=0 homo_energy_ev=-10.3755
C -1.036 -0.665 0.569 -0.11 0.15 -0.20
C 0.251 0.139 0.487 -0.34 1.42 -1.07
C 1.223 -0.207 -0.572 1.11 -2.33 0.05
O 0.972 -0.995 -1.448 0.54 0.08 -0.10
C 0.093 1.394 -0.556 -2.21 1.00 2.42
N -0.282 2.242 -1.257 0.87 -1.15 0.67
H -1.711 -0.202 1.295 0.00 -0.02 -0.31
H -1.469 -0.678 -0.428 -0.31 -0.09 0.13
H -0.895 -1.712 0.877 0.41 0.39 -0.08
H 0.700 0.306 1.494 -0.16 0.80 -1.06
H 2.155 0.378 -0.460 0.20 -0.26 -0.44

***

Entry 6:
11
Properties=species:S:1:pos:R:3:forces:R:3 method="wB97M-V/def2-TZVPD" relative_energy_kj_mol=522.0 fmax_ev_per_a=2.89 total_charge=0 homo_energy_ev=-9.2067
C 2.026 1.238 -1.038 0.43 0.60 -1.99
C -1.097 0.021 1.261 0.12 0.21 2.88
C -0.830 -0.880 0.342 -1.40 -1.88 -0.54
C 1.593 0.246 -2.010 -0.49 -1.50 -0.46
N 1.367 1.542 -2.233 0.53 0.79 2.46
O 2.670 1.819 -0.237 0.06 0.05 1.29
H -1.568 -0.338 2.271 0.79 0.87 -2.06
H -0.693 1.067 1.279 -0.64 -1.06 -0.32
H -1.211 -1.941 0.386 0.42 1.22 0.49
H -0.447 -0.715 -0.637 0.71 0.63 -0.46
H 0.997 2.368 -2.648 -0.53 0.07 -1.31

***

Entry 7:
11
Properties=species:S:1:pos:R:3:forces:R:3 method="wB97M-V/def2-TZVPD" relative_energy_kj_mol=309.2 fmax_ev_per_a=3.10 total_charge=0 homo_energy_ev=-9.5109
C -0.735 0.834 -0.329 1.13 1.46 0.95
N 1.187 0.035 0.753 -0.86 -0.55 -0.57
C 0.660 1.233 0.668 -2.50 1.11 -1.46
C -0.364 -0.517 -0.339 1.82 -0.79 1.15
C -0.441 -1.787 -0.603 0.13 0.02 -0.23
O 0.832 2.364 1.024 0.57 -0.64 0.28
H 2.017 -0.027 1.342 0.07 -0.46 -0.08
H -1.614 1.103 0.254 -0.05 -0.13 -0.19
H -0.613 1.389 -1.257 -0.18 -0.16 -0.01
H 0.315 -2.484 -0.266 -0.15 0.06 0.00
H -1.242 -2.144 -1.248 0.02 0.09 0.17

***

Entry 8:
11
Properties=species:S:1:pos:R:3:forces:R:3 method="wB97M-V/def2-TZVPD" relative_energy_kj_mol=285.3 fmax_ev_per_a=2.47 total_charge=0 homo_energy_ev=-9.2008 smiles="O=C1C=CCN1"
O 2.337 -0.722 0.092 -0.22 -0.16 -0.29
C 1.188 -0.364 -0.064 0.20 -0.33 -0.43
N 0.047 -1.121 -0.051 0.22 -0.13 0.03
C -1.170 -0.314 -0.030 -0.02 0.12 0.38
C -0.634 1.114 0.157 0.92 -0.16 0.16
C 0.686 1.027 -0.140 0.40 -0.19 -0.93
H 0.099 -2.116 -0.186 -0.14 0.04 0.02
H -1.903 -0.669 0.696 0.24 0.13 0.18
H -1.673 -0.367 -1.019 0.18 0.32 0.45
H -0.076 1.704 1.021 -2.45 0.22 -0.16
H 1.278 1.898 -0.339 0.68 0.13 0.59

***

Entry 9:
11
Properties=species:S:1:pos:R:3:forces:R:3 method="wB97M-V/def2-TZVPD" relative_energy_kj_mol=392.8 fmax_ev_per_a=0.67 total_charge=0 homo_energy_ev=-9.2586 smiles=N1[C@@H]2[C@H]1[C@@H]1O[C@H]21
N 1.142 0.394 1.030 -0.10 -0.15 0.13
C 0.142 1.014 0.212 0.03 0.37 -0.19
C 0.995 -0.076 -0.338 0.24 -0.05 -0.22
C -0.303 -0.899 -0.568 0.19 -0.28 -0.50
O -0.906 -1.199 0.674 -0.01 0.39 -0.06
C -1.124 0.102 0.057 -0.49 -0.05 -0.17
H 0.709 -0.246 1.692 0.08 -0.03 0.03
H 0.173 2.048 -0.101 -0.05 0.08 0.46
H 1.869 -0.077 -0.985 -0.33 0.14 0.10
H -0.534 -1.393 -1.498 0.01 -0.63 0.23
H -2.164 0.333 -0.175 0.44 0.20 0.19

***

Entry 10:
11
Properties=species:S:1:pos:R:3:forces:R:3 method="wB97M-V/def2-TZVPD" relative_energy_kj_mol=260.9 fmax_ev_per_a=2.11 total_charge=0 homo_energy_ev=-8.1120 smiles=Oc1ccc[nH]1
O 2.080 0.618 -0.153 0.18 -0.17 0.12
C 0.829 0.130 0.001 -0.17 -0.15 0.07
C 0.307 -1.127 0.086 0.18 0.16 -0.23
C -1.134 -1.000 0.252 -0.16 0.93 -0.65
C -1.343 0.379 0.254 0.26 0.61 0.62
N -0.179 1.061 0.089 0.22 0.15 0.29
H 2.681 -0.136 -0.191 0.02 0.15 -0.04
H 0.894 -2.042 0.088 -0.22 0.21 -0.16
H -1.767 -0.796 -0.690 -0.55 -2.03 0.15
H -2.300 0.872 0.372 0.17 0.13 -0.39
H -0.068 2.042 -0.110 0.07 0.00 0.23

***

Entry 11:
11
Properties=species:S:1:pos:R:3:forces:R:3 method="wB97M-V/def2-TZVPD" relative_energy_kj_mol=560.4 fmax_ev_per_a=1.06 total_charge=0 homo_energy_ev="-8.7118 / -8.7121"
C -1.453 -0.425 0.199 0.07 -0.01 0.09
C -0.164 0.261 0.461 -0.22 -0.30 0.23
C 1.079 -0.535 0.341 -0.01 -0.10 0.18
O 1.145 0.153 -0.940 0.03 0.17 -0.12
C 0.873 1.484 -0.680 0.26 0.98 -0.33
N 1.021 2.629 -0.871 -0.20 -0.99 0.10
H -1.777 -0.263 -0.839 0.17 0.10 0.13
H -1.448 -1.503 0.401 0.02 0.12 -0.08
H -2.213 0.072 0.813 0.04 -0.06 -0.11
H 1.915 -0.270 0.992 -0.12 -0.05 -0.11
H 1.021 -1.604 0.123 -0.04 0.15 0.02

***

Entry 12:
11
Properties=species:S:1:pos:R:3:forces:R:3 method="wB97M-V/def2-TZVPD" relative_energy_kj_mol=251.6 fmax_ev_per_a=0.98 total_charge=0 homo_energy_ev=-8.5239
N -1.086 0.914 -0.265 0.52 0.56 -0.34
C -0.273 1.638 0.582 -0.44 -0.22 0.85
C -0.408 -0.013 -1.077 -0.07 -0.57 -0.05
C 0.409 -0.871 -0.473 -0.11 0.05 -0.17
C 0.616 -0.592 0.977 0.00 -0.18 -0.11
O 0.619 0.864 1.159 0.05 0.29 -0.03
H -1.798 1.455 -0.731 0.24 0.18 0.08
H -0.455 0.191 -2.142 -0.32 -0.61 0.04
H 0.929 -1.660 -0.997 0.33 0.29 -0.04
H 1.600 -0.905 1.331 -0.20 -0.08 -0.08
H -0.151 -1.022 1.637 0.00 0.28 -0.15

***

Entry 13:
11
Properties=species:S:1:pos:R:3:forces:R:3 method="wB97M-V/def2-TZVPD" relative_energy_kj_mol=464.0 fmax_ev_per_a=0.42 total_charge=0 homo_energy_ev=-8.3393
O -1.787 -0.068 -2.103 0.06 0.07 -0.19
C -0.719 0.518 -1.535 0.11 -0.08 0.40
C -0.549 0.532 -0.211 0.14 -0.11 -0.16
C -0.003 0.470 1.003 -0.11 0.05 -0.18
C 1.017 -0.541 1.313 0.03 -0.11 -0.13
N 1.510 -1.306 0.420 -0.06 0.11 0.37
H -1.741 0.126 -3.048 -0.05 -0.07 0.15
H -0.928 1.621 -0.826 -0.10 0.16 0.14
H -0.315 1.157 1.783 0.05 -0.08 -0.16
H 1.315 -0.578 2.370 0.00 -0.01 -0.18
H 2.201 -1.931 0.835 -0.07 0.06 -0.07

***

Entry 14:
11
Properties=species:S:1:pos:R:3:forces:R:3 method="wB97M-V/def2-TZVPD" relative_energy_kj_mol=620.7 fmax_ev_per_a=3.85 total_charge=0 homo_energy_ev="-6.9598 / -6.5008"
C 0.192 -1.837 -1.180 -1.10 2.98 -1.49
C -0.466 -0.963 -1.864 1.11 0.17 1.40
C -0.438 0.326 0.844 1.71 -1.92 -1.80
C 0.387 1.367 1.422 1.25 -0.25 0.46
N 0.734 -0.562 -1.006 -1.18 1.12 0.77
O -1.473 -0.209 0.914 -0.78 0.25 0.53
H 0.526 -2.773 -1.123 0.90 -3.65 0.81
H -1.154 -0.436 -2.464 -0.44 0.02 -0.47
H 1.504 1.147 1.317 -1.76 0.28 0.23
H 0.066 1.786 2.362 0.07 -0.40 0.92
H 0.121 2.154 0.777 0.21 1.39 -1.35

***

Entry 15:
11
Properties=species:S:1:pos:R:3:forces:R:3 method="wB97M-V/def2-TZVPD" relative_energy_kj_mol=110.1 fmax_ev_per_a=0.56 total_charge=0 homo_energy_ev=-9.9540 smiles="CC#CC(N)=O"
C 1.018 2.191 -0.394 0.01 0.05 -0.01
C 0.357 0.954 0.013 -0.24 -0.48 0.14
C -0.195 -0.062 0.355 0.21 0.51 -0.12
C -0.900 -1.269 0.797 -0.12 -0.03 0.10
O -1.826 -1.243 1.585 0.33 -0.02 -0.28
N -0.417 -2.414 0.238 -0.02 -0.06 0.01
H 0.345 3.044 -0.265 0.09 -0.12 -0.01
H 1.321 2.145 -1.443 -0.05 -0.01 0.14
H 1.911 2.365 0.214 -0.12 -0.03 -0.07
H -0.846 -3.291 0.491 0.04 0.14 -0.01
H 0.355 -2.402 -0.407 -0.13 0.05 0.12

***

Entry 16:
11
Properties=species:S:1:pos:R:3:forces:R:3 method="wB97M-V/def2-TZVPD" relative_energy_kj_mol=481.2 fmax_ev_per_a=2.35 total_charge=0 homo_energy_ev="-8.5349 / -8.5355"
N 1.405 -1.386 0.253 1.26 0.42 -0.16
C 1.697 -0.235 0.106 -0.20 -0.53 0.05
C 0.586 0.875 0.125 0.17 0.11 -0.03
C -0.505 0.325 -0.819 0.05 -0.28 -0.15
C -0.845 -0.479 0.447 -0.07 -0.50 0.10
O -0.241 0.529 1.212 0.14 -0.39 0.15
H 0.943 1.907 0.132 -0.08 -0.35 -0.02
H -1.231 1.128 -1.004 0.10 -0.30 0.17
H -0.232 -0.178 -1.746 0.02 0.03 0.13
H -1.832 -0.777 0.790 0.09 -0.04 -0.05
H 0.255 -1.709 0.505 -1.47 1.82 -0.20

***

Entry 17:
11
Properties=species:S:1:pos:R:3:forces:R:3 method="wB97M-V/def2-TZVPD" relative_energy_kj_mol=32.0 fmax_ev_per_a=1.14 total_charge=0 homo_energy_ev=-9.7312 smiles="O=C1C=CCN1"
O 2.331 -0.946 0.011 -0.33 -0.06 -0.27
C 1.220 -0.467 -0.092 0.17 -0.15 -0.03
N 0.018 -1.142 -0.075 0.19 -0.12 -0.11
C -1.134 -0.260 -0.070 0.05 0.06 0.14
C -0.453 1.077 0.127 0.34 -0.10 0.21
C 0.852 0.973 -0.088 0.06 0.00 0.26
H -0.017 -2.148 -0.074 -0.04 0.10 -0.06
H -1.873 -0.488 0.706 0.28 -0.06 0.03
H -1.659 -0.313 -1.040 0.08 0.22 0.28
H -0.824 1.946 0.637 -0.90 0.33 -0.62
H 1.562 1.788 -0.050 0.10 -0.23 0.16

***

Entry 18:
11
Properties=species:S:1:pos:R:3:forces:R:3 method="wB97M-V/def2-TZVPD" relative_energy_kj_mol=256.3 fmax_ev_per_a=1.04 total_charge=0 homo_energy_ev="-8.2857 / -8.2858"
C -1.597 -0.377 -0.037 -0.21 0.00 0.02
C -0.151 -0.024 0.018 -0.08 0.06 0.05
C 0.479 1.128 0.526 0.09 -0.32 -0.15
O 1.734 1.222 0.445 -0.02 -0.66 -0.37
C 1.960 -0.545 -0.675 -0.66 0.36 0.72
N 0.776 -0.815 -0.543 0.46 0.07 -0.21
H -1.920 -0.956 0.836 0.03 0.07 -0.10
H -1.789 -0.983 -0.927 -0.04 0.10 0.10
H -2.220 0.518 -0.096 0.03 -0.06 0.02
H -0.137 1.946 0.936 0.38 -0.19 -0.16
H 2.865 -1.113 -0.485 0.01 0.56 0.06

***

Entry 19:
11
Properties=species:S:1:pos:R:3:forces:R:3 method="wB97M-V/def2-TZVPD" relative_energy_kj_mol=405.6 fmax_ev_per_a=1.05 total_charge=0 homo_energy_ev=-9.3666
O 1.552 0.148 0.772 0.10 0.06 -0.21
C 0.293 -0.439 0.765 -0.19 -0.14 0.13
C -0.904 0.509 0.531 -0.03 0.27 0.22
C -0.362 -0.903 -0.469 0.26 -0.16 -0.06
C 0.277 -0.373 -1.642 0.40 0.29 -0.78
N 0.837 -0.037 -2.604 -0.49 -0.32 0.88
H 1.881 0.234 -0.136 -0.05 0.03 0.12
H 0.192 -1.068 1.646 -0.04 0.07 -0.17
H -1.707 0.405 1.257 0.11 0.01 -0.11
H -0.592 1.516 0.264 -0.03 -0.17 0.04
H -1.468 0.006 -0.383 -0.06 0.07 -0.06

***

Entry 20:
11
Properties=species:S:1:pos:R:3:forces:R:3 method="wB97M-V/def2-TZVPD" relative_energy_kj_mol=296.1 fmax_ev_per_a=0.69 total_charge=0 homo_energy_ev=-10.4351
C -1.732 -0.104 0.125 -0.16 0.00 0.01
C -0.358 0.518 0.091 0.07 0.51 0.06
C -0.114 1.798 0.160 -0.16 -0.68 -0.03
C 0.828 -0.431 0.109 0.16 -0.22 0.04
O 0.701 -1.572 0.501 0.03 0.45 -0.14
N 2.001 0.094 -0.330 0.03 -0.07 0.01
H -1.892 -0.705 -0.775 0.05 0.10 0.12
H -2.516 0.653 0.195 0.13 -0.10 -0.01
H -1.786 -0.767 0.992 0.02 0.09 -0.13
H 2.821 -0.493 -0.317 -0.12 0.07 0.01
H 2.049 1.009 -0.750 -0.06 -0.15 0.06